# 1
The following is a DFT calculation (ωB97M-V/def2-TZVPD) of a structure of composition C43H44AgN2OP2.

Computed properties:
Frontier orbital gap, eV: 8.42
E_HOMO, eV: -10.08
Lowest unoccupied orbital energy, eV: -1.66

ORCA input file:
```
! wB97M-V def2-TZVPD RIJCOSX def2/J DEFGRID3
* xyz 1 1
Ag -1.19 -0.69 -0.46
N -2.36 -0.79 -2.62
C -3.29 -1.86 -3.01
C -4.53 -1.84 -2.12
C -4.70 -3.01 -1.15
C -3.48 -3.41 -0.35
N -2.97 -2.30 0.48
H -2.83 0.10 -2.76
H -1.63 -0.79 -3.32
H -2.75 -2.79 -2.93
H -3.58 -1.75 -4.06
H -5.48 -1.78 -2.69
H -4.48 -0.92 -1.55
H -5.04 -3.93 -1.67
H -5.48 -2.74 -0.42
H -2.65 -3.74 -0.97
H -3.77 -4.24 0.28
H -2.51 -2.67 1.28
H -3.70 -1.68 0.79
C 4.02 3.97 2.11
C 3.95 2.45 1.83
C 5.29 1.82 2.21
C 2.85 1.84 2.65
C 2.86 1.94 4.03
C 1.86 1.37 4.82
C 0.83 0.64 4.23
C 0.80 0.52 2.85
P -0.52 -0.45 1.98
C 0.18 -2.12 2.19
C 1.15 -2.46 1.22
C 1.80 -3.69 1.26
C 1.42 -4.62 2.20
C 0.43 -4.32 3.12
C -0.13 -3.06 3.18
C -2.02 -0.08 2.96
C -2.54 1.17 2.60
C -3.70 1.63 3.15
C -4.40 0.86 4.06
C -3.93 -0.39 4.41
C -2.72 -0.84 3.86
C 1.79 1.13 2.10
O 1.64 0.97 0.75
C 2.60 1.48 -0.11
C 2.36 1.24 -1.47
C 3.23 1.75 -2.42
C 4.36 2.43 -1.98
C 4.60 2.64 -0.63
C 3.70 2.18 0.36
P 0.80 0.34 -1.91
C 1.08 -0.51 -3.51
C 1.28 0.09 -4.76
C 1.38 -0.71 -5.89
C 1.33 -2.09 -5.79
C 1.20 -2.71 -4.55
C 1.06 -1.92 -3.42
C -0.29 1.75 -2.30
C -0.97 1.94 -3.48
C -1.89 2.97 -3.60
C -2.12 3.83 -2.55
C -1.48 3.62 -1.33
C -0.54 2.61 -1.22
H 4.28 4.18 3.15
H 3.07 4.46 1.91
H 4.78 4.42 1.49
H 5.56 2.01 3.25
H 6.09 2.25 1.59
H 5.31 0.73 2.08
H 3.65 2.54 4.49
H 1.84 1.54 5.87
H 0.13 0.15 4.86
H 1.44 -1.72 0.48
H 2.54 -3.90 0.52
H 1.88 -5.60 2.24
H 0.18 -5.07 3.84
H -0.89 -2.86 3.93
H -2.03 1.77 1.88
H -4.08 2.62 2.91
H -5.34 1.22 4.51
H -4.52 -0.99 5.09
H -2.32 -1.79 4.17
H 3.03 1.64 -3.48
H 5.05 2.86 -2.70
H 5.47 3.19 -0.31
H 1.32 1.17 -4.89
H 1.52 -0.25 -6.85
H 1.35 -2.70 -6.69
H 1.18 -3.77 -4.47
H 0.94 -2.36 -2.45
H -0.80 1.31 -4.36
H -2.32 3.18 -4.57
H -2.77 4.68 -2.66
H -1.62 4.28 -0.48
H -0.05 2.44 -0.28
*
```

---

# 2
The following is a DFT calculation (ωB97M-V/def2-TZVPD) of a structure of composition C43H44AuN5O2SSe2.

Computed properties:
Frontier orbital gap, eV: 5.50
E_HOMO, eV: -12.09
Lowest unoccupied orbital energy, eV: -6.59
Energy above the lowest of the compared OMol25 structures with the same formula, charge and spin, eV: 1.199

ORCA input file:
```
! wB97M-V def2-TZVPD RIJCOSX def2/J DEFGRID3
* xyz 2 1
Au 0.26 -0.03 1.32
Se -2.06 -1.88 3.52
Se 0.05 -1.92 4.46
C 0.63 -0.10 4.41
C 0.80 0.53 5.63
C 1.48 1.74 5.69
C 2.02 2.25 4.52
C 1.79 1.58 3.33
N 1.08 0.45 3.27
C -1.59 -2.74 1.86
C -2.31 -3.87 1.50
C -1.96 -4.53 0.33
C -0.89 -4.06 -0.41
C -0.24 -2.92 0.02
N -0.58 -2.26 1.13
H 0.42 0.07 6.53
H 1.62 2.25 6.63
H 2.61 3.16 4.52
H 2.18 1.94 2.39
H -3.11 -4.23 2.13
H -2.50 -5.42 0.03
H -0.56 -4.55 -1.31
H 0.61 -2.53 -0.53
C 2.63 -5.13 -0.84
O 2.37 -4.01 -1.67
C 2.61 -4.13 -3.00
C 2.93 -5.32 -3.63
C 3.09 -5.37 -5.01
C 2.93 -4.22 -5.78
C 2.62 -3.03 -5.16
C 2.48 -2.96 -3.78
N 2.10 -1.71 -3.22
C 2.42 -1.09 -2.09
C 3.44 -1.33 -1.17
C 4.57 -2.16 -1.44
C 5.60 -2.24 -0.56
C 5.54 -1.50 0.65
C 4.49 -0.69 0.95
C 3.38 -0.56 0.06
O 2.42 0.22 0.36
H 2.45 -4.80 0.18
H 3.67 -5.46 -0.94
H 1.96 -5.96 -1.08
H 3.04 -6.23 -3.05
H 3.33 -6.31 -5.48
H 3.07 -4.26 -6.85
H 2.51 -2.12 -5.74
H 1.45 -1.20 -3.80
H 1.80 -0.23 -1.89
H 4.63 -2.68 -2.38
H 6.47 -2.85 -0.78
H 6.37 -1.57 1.35
H 4.47 -0.12 1.86
C -4.64 0.95 -0.47
N -3.45 0.23 -0.93
C -3.42 -1.18 -0.57
C -2.33 0.86 -1.33
S -0.78 0.13 -1.10
N -2.47 2.01 -1.98
C -3.69 2.35 -2.71
C -1.35 2.89 -2.27
H -4.92 0.54 0.50
H -5.48 0.83 -1.15
H -4.42 2.00 -0.33
H -4.44 -1.55 -0.61
H -3.03 -1.32 0.43
H -2.81 -1.74 -1.28
H -4.25 1.45 -2.94
H -3.39 2.81 -3.65
H -4.31 3.05 -2.17
H -0.55 2.73 -1.57
H -1.70 3.92 -2.20
H -0.98 2.72 -3.29
C -5.14 4.45 1.42
C -5.26 3.32 2.22
C -4.19 2.45 2.35
C -2.98 2.71 1.70
C -2.86 3.85 0.90
C -3.94 4.71 0.76
C -1.89 1.73 1.87
C -0.64 1.88 1.46
C 0.25 2.98 1.16
C 0.19 4.08 2.03
C 0.96 5.20 1.79
C 1.84 5.21 0.71
C 1.94 4.11 -0.13
C 1.15 2.99 0.09
H -5.97 5.14 1.32
H -6.18 3.12 2.74
H -4.28 1.57 2.97
H -1.94 4.07 0.39
H -3.84 5.60 0.15
H -2.18 0.80 2.36
H -0.48 4.05 2.87
H 0.90 6.06 2.44
H 2.45 6.08 0.52
H 2.64 4.12 -0.96
H 1.24 2.12 -0.54
*
```

---

# 3
The following is a DFT calculation (ωB97M-V/def2-TZVPD) of a structure of composition C43H44FHgN2O3SSb2Te.

Computed properties:
Frontier orbital gap (spin up / spin down), eV: 3.28 / 3.48
⟨S²⟩: 0.7683
E_HOMO (spin up / spin down), eV: 0.10 / -0.10
Lowest unoccupied orbital energy (spin up / spin down), eV: 3.38 / 3.38
Energy above the lowest of the compared OMol25 structures with the same formula, charge and spin, eV: 0.000

ORCA input file:
```
! wB97M-V def2-TZVPD RIJCOSX def2/J DEFGRID3
* xyz -2 2
Hg 12.05 12.07 13.14
C 19.01 13.02 14.14
Sb 17.54 11.61 13.20
C 17.47 12.36 11.12
C 18.17 9.32 12.06
C 18.72 8.65 13.18
C 19.84 9.23 13.87
C 20.28 8.72 15.08
C 19.64 7.60 15.63
C 18.55 7.02 14.97
C 18.17 7.45 13.69
C 17.24 6.65 12.95
Sb 15.14 7.55 13.29
C 14.53 6.49 15.06
C 14.31 6.45 11.58
H 20.00 12.86 13.68
H 19.05 12.90 15.24
H 18.70 14.05 13.85
H 18.39 12.15 10.55
H 17.33 13.43 11.28
H 16.64 11.85 10.65
H 18.83 9.96 11.46
H 17.29 8.92 11.55
H 20.36 10.04 13.32
H 21.13 9.12 15.63
H 20.01 7.18 16.56
H 18.09 6.10 15.29
H 17.17 5.66 13.38
H 17.38 6.71 11.85
H 15.17 6.72 15.93
H 14.46 5.39 14.98
H 13.53 6.86 15.33
H 14.52 5.38 11.62
H 14.83 6.87 10.70
H 13.27 6.57 11.42
C 14.48 16.23 18.58
C 15.72 15.47 18.84
C 15.88 15.14 20.33
C 15.04 13.95 20.71
C 15.25 12.73 19.83
C 14.98 11.41 20.24
C 15.12 10.35 19.34
F 14.79 9.09 19.72
C 15.64 10.56 18.07
C 15.80 11.85 17.63
C 16.05 12.04 16.18
O 16.34 10.99 15.46
C 15.89 13.40 15.71
C 15.81 14.41 16.62
N 15.80 14.24 17.99
C 15.66 12.96 18.51
C 15.69 13.88 14.26
O 15.26 14.98 14.01
O 16.05 13.00 13.28
H 14.28 16.89 19.45
H 13.60 15.59 18.39
H 14.49 16.85 17.66
H 16.57 16.08 18.53
H 15.56 16.03 20.92
H 16.89 14.93 20.61
H 14.01 14.29 20.71
H 15.30 13.76 21.78
H 14.59 11.27 21.20
H 15.87 9.69 17.40
H 15.72 15.42 16.22
N 12.20 14.00 12.36
C 11.66 14.63 11.39
C 10.38 15.36 11.56
C 9.92 16.32 10.70
C 8.77 17.09 11.01
C 8.02 16.83 12.14
C 8.46 15.77 13.00
C 9.65 15.14 12.77
C 12.38 14.67 10.04
C 13.78 14.59 9.91
C 14.38 14.60 8.65
C 13.62 14.55 7.47
C 12.26 14.49 7.65
C 11.62 14.51 8.86
H 10.47 16.50 9.78
H 8.34 17.80 10.26
H 7.13 17.38 12.39
H 7.92 15.52 13.89
H 10.04 14.35 13.47
H 14.41 14.44 10.80
H 15.46 14.70 8.63
H 14.13 14.60 6.50
H 11.60 14.37 6.78
H 10.52 14.48 8.86
Te 12.62 9.75 14.31
C 11.07 8.77 13.17
C 11.00 8.83 11.74
C 10.00 8.04 11.20
C 9.36 7.29 12.18
S 9.76 7.71 13.75
H 11.71 9.45 11.20
H 9.75 7.93 10.15
H 8.57 6.59 12.08
*
```

---

# 4
The following is a DFT calculation (ωB97M-V/def2-TZVPD) of a structure of composition C43H44FeN2P2S2.

Computed properties:
Frontier orbital gap (spin up / spin down), eV: 4.41 / 5.44
⟨S²⟩: 0.9919
E_HOMO (spin up / spin down), eV: -9.52 / -9.16
Lowest unoccupied orbital energy (spin up / spin down), eV: -5.11 / -3.72
Energy above the lowest of the compared OMol25 structures with the same formula, charge and spin, eV: 3.705

ORCA input file:
```
! wB97M-V def2-TZVPD RIJCOSX def2/J DEFGRID3
* xyz 1 2
Fe 0.02 -0.40 -0.09
S -1.21 0.00 1.77
P -2.78 -1.27 1.34
C -2.75 -2.05 -0.22
P -2.89 -0.98 -1.59
S -0.99 -0.39 -2.11
C -3.33 -1.92 -3.08
C -3.52 -3.29 -3.05
C -3.66 -3.98 -4.24
C -3.60 -3.30 -5.45
C -3.43 -1.93 -5.47
C -3.29 -1.23 -4.29
C -3.88 0.56 -1.56
C -4.98 0.77 -2.38
C -5.64 1.99 -2.33
C -5.23 2.98 -1.45
C -4.14 2.76 -0.63
C -3.46 1.56 -0.69
C -4.33 -0.36 1.67
C -4.36 0.91 2.23
C -5.56 1.58 2.33
C -6.73 0.99 1.87
C -6.70 -0.28 1.32
C -5.49 -0.95 1.21
C -2.55 -2.56 2.60
C -2.73 -2.26 3.94
C -2.43 -3.21 4.90
C -1.95 -4.45 4.51
C -1.77 -4.75 3.17
C -2.06 -3.80 2.21
H -3.54 -3.81 -2.10
H -3.79 -5.05 -4.24
H -3.68 -3.85 -6.38
H -3.39 -1.40 -6.42
H -3.12 -0.16 -4.29
H -5.32 -0.01 -3.05
H -6.48 2.17 -2.98
H -5.75 3.92 -1.41
H -3.82 3.53 0.06
H -2.59 1.39 -0.07
H -3.44 1.37 2.58
H -5.60 2.57 2.76
H -7.67 1.52 1.95
H -7.61 -0.73 0.96
H -5.45 -1.94 0.76
H -3.09 -1.28 4.23
H -2.57 -2.99 5.94
H -1.70 -5.19 5.26
H -1.40 -5.72 2.87
H -1.91 -4.00 1.16
C 3.34 5.77 -1.25
C 3.58 4.95 0.03
C 5.08 4.71 0.19
C 3.07 5.75 1.25
C 2.79 3.66 -0.06
C 1.42 3.72 -0.35
C 0.70 2.55 -0.43
N 1.23 1.35 -0.25
C 2.55 1.26 0.01
C 3.34 2.40 0.13
C 3.06 -0.12 0.12
C 4.41 -0.45 0.16
C 4.82 -1.78 0.24
C 3.81 -2.75 0.25
C 2.49 -2.35 0.20
N 2.11 -1.08 0.14
C 6.27 -2.22 0.35
C 6.61 -3.10 -0.87
C 6.43 -3.05 1.63
C 7.24 -1.05 0.40
H 3.96 6.66 -1.23
H 2.31 6.08 -1.35
H 3.61 5.18 -2.13
H 5.60 5.66 0.20
H 5.47 4.13 -0.65
H 5.31 4.20 1.12
H 3.61 6.70 1.31
H 3.24 5.20 2.17
H 2.01 5.97 1.17
H 0.92 4.66 -0.50
H -0.36 2.56 -0.66
H 4.38 2.30 0.38
H 5.15 0.34 0.11
H 4.05 -3.80 0.29
H 1.69 -3.09 0.21
H 6.02 -4.01 -0.88
H 7.66 -3.38 -0.83
H 6.43 -2.56 -1.80
H 5.84 -3.96 1.60
H 6.12 -2.47 2.50
H 7.48 -3.33 1.76
H 7.20 -0.45 -0.50
H 8.26 -1.43 0.49
H 7.05 -0.42 1.26
*
```

---

# 5
The following is a DFT calculation (ωB97M-V/def2-TZVPD) of a structure of composition C43H45N3PS2Ta.

Computed properties:
Frontier orbital gap, eV: 5.66
E_HOMO, eV: -12.65
Lowest unoccupied orbital energy, eV: -6.99
Energy above the lowest of the compared OMol25 structures with the same formula, charge and spin, eV: 0.701

ORCA input file:
```
! wB97M-V def2-TZVPD RIJCOSX def2/J DEFGRID3
* xyz 2 1
Ta 0.85 -0.01 0.42
C 3.40 0.62 -1.63
N 2.95 1.06 -0.26
C 2.65 2.51 -0.28
C 1.52 2.79 -1.25
N 0.34 1.90 -0.99
C -0.66 2.66 -0.18
C -0.27 1.52 -2.27
C -0.88 2.47 -3.08
C -1.41 2.10 -4.30
C -1.32 0.78 -4.73
C -0.71 -0.17 -3.93
C -0.18 0.20 -2.69
S 0.58 -1.04 -1.69
C 4.08 0.74 0.62
C 5.21 1.54 0.73
C 6.26 1.12 1.52
C 6.21 -0.11 2.17
C 5.09 -0.91 2.04
C 4.03 -0.48 1.27
S 2.54 -1.43 1.21
H 4.28 1.20 -1.91
H 2.62 0.75 -2.37
H 3.66 -0.44 -1.58
H 3.52 3.09 -0.60
H 2.40 2.83 0.73
H 1.84 2.64 -2.27
H 1.21 3.84 -1.16
H -1.00 3.56 -0.71
H -0.20 2.98 0.75
H -1.52 2.03 0.02
H -0.94 3.51 -2.77
H -1.89 2.84 -4.93
H -1.73 0.49 -5.69
H -0.64 -1.20 -4.25
H 5.29 2.49 0.21
H 7.14 1.75 1.62
H 7.04 -0.43 2.78
H 5.04 -1.87 2.55
C 2.44 1.32 3.29
C 1.46 2.20 4.01
C 1.92 3.15 4.90
C 1.03 3.90 5.67
C -0.33 3.67 5.57
C -0.81 2.74 4.66
C 0.07 2.02 3.85
P -0.56 0.76 2.69
C -2.35 1.10 2.57
C -2.68 2.45 2.36
C -3.98 2.89 2.37
C -5.00 1.98 2.61
C -4.69 0.66 2.83
C -3.38 0.17 2.81
C -3.20 -1.30 3.10
C -0.26 -0.82 3.50
C -0.14 -0.94 4.88
C 0.12 -2.18 5.44
C 0.25 -3.29 4.62
C 0.13 -3.17 3.24
C -0.12 -1.93 2.66
C -0.22 -1.76 1.17
H 3.47 1.62 3.47
H 2.28 1.37 2.20
H 2.33 0.27 3.58
H 2.98 3.29 5.02
H 1.41 4.63 6.37
H -1.02 4.22 6.19
H -1.87 2.58 4.59
H -1.89 3.19 2.27
H -4.20 3.94 2.22
H -6.04 2.31 2.63
H -5.49 -0.05 3.03
H -4.17 -1.77 3.18
H -2.67 -1.46 4.04
H -2.64 -1.81 2.32
H -0.24 -0.07 5.52
H 0.21 -2.29 6.51
H 0.44 -4.27 5.05
H 0.24 -4.05 2.61
H -1.24 -1.46 0.86
H 0.01 -2.69 0.65
N -2.68 -0.39 -0.95
C -4.08 -0.21 -0.73
C -4.67 1.00 -1.06
C -6.03 1.18 -0.86
C -6.81 0.15 -0.34
C -6.21 -1.06 -0.02
C -4.85 -1.24 -0.21
H -2.47 -1.38 -1.09
H -2.40 0.09 -1.79
H -4.07 1.80 -1.48
H -6.49 2.12 -1.13
H -7.88 0.29 -0.21
H -6.81 -1.87 0.37
H -4.39 -2.20 0.02
*
```